Molecular formula: C2H9N4O
Method: DFT, ωB97M-V/def2-TZVPD

Geometry (Å):
C (-0.995, -0.471, 0.642)
C (0.699, 0.731, -0.656)
N (-1.254, -1.273, 1.677)
N (-2.001, -0.115, -0.174)
N (2.504, 0.839, -0.487)
N (0.310, -0.106, 0.424)
O (0.442, 0.179, -1.871)
H (0.182, 1.687, -0.637)
H (-2.170, -1.487, 1.876)
H (-0.639, -1.333, 2.581)
H (-2.970, -0.383, -0.028)
H (-1.894, 0.817, -0.596)
H (2.868, 1.677, -0.954)
H (2.889, 0.100, -1.058)
H (0.964, -0.264, 1.162)
H (1.063, -0.598, -1.901)

Forces on the atoms, in the same order (eV/Å):
C -1.248 -0.022 0.651
C 0.403 -1.425 0.556
N 3.740 -1.727 3.535
N -0.888 1.761 -2.344
N -2.745 0.971 -0.616
N 2.356 0.716 -1.619
O 1.789 -0.523 0.374
H 1.121 0.839 0.188
H -2.304 -0.508 0.387
H -1.355 0.513 -2.256
H 0.665 0.017 0.201
H -0.646 -0.523 0.246
H -0.178 0.326 0.404
H 0.302 -0.887 0.068
H 0.414 0.261 0.594
H -1.427 0.211 -0.368

Output
* HOMO-LUMO gap (spin up / spin down): 4.92 / 4.54 eV
* LUMO level (spin up / spin down): -0.12169 / -0.32853 Ha
* calculated total energy: -375.38953 Eh
* spin multiplicity: 3
* total charge: +1
* energy above the lowest of the compared OMol25 structures with the same formula, charge and spin: 0.948 eV

=====

Molecular formula: C2H9N5
Method: DFT, ωB97M-V/def2-TZVPD

Geometry (Å):
C (3.158, 0.070, 0.012)
C (-0.498, 0.560, 0.154)
N (2.001, 0.169, -0.299)
N (-0.410, 1.808, 0.244)
N (-0.978, -0.531, 0.081)
N (4.361, -0.280, 0.090)
N (-3.859, -1.258, -0.284)
H (1.840, 0.492, 0.728)
H (0.163, 2.242, 0.968)
H (-0.575, 2.324, -0.618)
H (-2.222, -0.712, -0.169)
H (4.721, -1.151, -0.353)
H (5.056, 0.287, 0.489)
H (-4.306, -1.019, -1.225)
H (-4.115, -2.358, -0.203)
H (-4.336, -0.642, 0.385)

Forces on the atoms, in the same order (eV/Å):
C 0.473 -1.376 -2.524
C -4.505 -5.315 0.045
N 1.117 1.624 2.460
N 1.635 2.992 0.029
N 0.328 2.381 -0.836
N 0.351 -1.323 -0.476
N -0.016 -1.417 -1.816
H -1.424 -0.831 -0.551
H -0.585 0.205 -0.153
H 0.218 0.300 0.133
H 0.073 -1.152 0.639
H -0.666 0.206 0.623
H 1.249 1.350 0.471
H 0.976 -0.226 1.517
H 0.896 3.518 0.427
H -0.120 -0.936 0.012

Output
* HOMO-LUMO gap: 8.94 eV
* LUMO level: -0.33936 Ha
* calculated total energy: -354.61606 Eh
* total charge: +2
* energy above the lowest of the compared OMol25 structures with the same formula, charge and spin: 3.955 eV